{"formula": "C22H34B2Cl2F4N6O6RbS2", "method": "ωB97M-V with the def2-TZVPD basis set", "symbols": ["Rb", "C", "C", "N", "O", "B", "F", "F", "O", "N", "C", "C", "C", "N", "O", "B", "F", "F", "O", "N", "C", "C", "C", "H", "H", "H", "H", "H", "H", "H", "H", "H", "H", "H", "H", "C", "S", "C", "O", "H", "H", "H", "H", "H", "H", "C", "C", "C", "N", "C", "S", "N", "C", "O", "C", "C", "C", "C", "C", "C", "H", "H", "H", "H", "H", "H", "H", "H", "H", "H", "H", "H", "H", "H", "Cl", "C", "Cl", "H", "H"], "xyz": [[10.81334, 11.57973, 14.17150], [13.05086, 7.39657, 16.26370], [12.76337, 8.80108, 15.72866], [11.57204, 9.34385, 15.78482], [10.68831, 8.52370, 16.41490], [9.52293, 9.16980, 16.98466], [8.93014, 8.24204, 17.80094], [8.62263, 9.50300, 15.97413], [9.72723, 10.45099, 17.76448], [10.68755, 11.22259, 17.21991], [11.51772, 11.67939, 18.14282], [11.41496, 11.16662, 19.52140], [12.62156, 12.54897, 17.81297], [12.96708, 12.79097, 16.59404], [14.25147, 13.12594, 16.35156], [14.51676, 13.00026, 14.84224], [13.42957, 13.62164, 14.15806], [15.68682, 13.69872, 14.47922], [14.70374, 11.57134, 14.48762], [13.54522, 10.82449, 14.71221], [13.80645, 9.61610, 15.14721], [15.16649, 9.03936, 14.91646], [13.42197, 13.19373, 18.89378], [13.11884, 6.70778, 15.41560], [12.18022, 7.11155, 16.91879], [13.95315, 7.48752, 16.88863], [11.54142, 11.84968, 20.37629], [12.26787, 10.44908, 19.62331], [10.45665, 10.63445, 19.65748], [15.61916, 9.42086, 13.97369], [15.16417, 7.95250, 14.98524], [15.85273, 9.36024, 15.70800], [14.46855, 13.21558, 18.51166], [13.35534, 12.66287, 19.83990], [13.14708, 14.29238, 19.05131], [5.70163, 10.31658, 15.68250], [6.37042, 11.96563, 15.93001], [5.13352, 13.14068, 15.43736], [7.47019, 12.17046, 14.93469], [4.89553, 10.14134, 16.40186], [6.57073, 9.64822, 15.89154], [5.26483, 10.20791, 14.68565], [4.18666, 12.82537, 15.89202], [5.18112, 13.14029, 14.36596], [5.38306, 14.10290, 15.88353], [6.25938, 14.82651, 10.77387], [7.21861, 15.76778, 11.43492], [8.09159, 15.11984, 12.54551], [9.45696, 14.84887, 12.05128], [10.54996, 14.88397, 12.83922], [10.44252, 14.89936, 14.53409], [11.77178, 14.92088, 12.25192], [12.14743, 15.16664, 10.89422], [12.93342, 14.40018, 10.36806], [11.57604, 16.37042, 10.18068], [12.06749, 16.57628, 8.85459], [11.68225, 17.70637, 8.14005], [10.71500, 18.56790, 8.66397], [10.21327, 18.37041, 9.95162], [10.68192, 17.32400, 10.74894], [5.65509, 15.34354, 10.04010], [5.62575, 14.39435, 11.55060], [6.79617, 13.97474, 10.31911], [6.59402, 16.57919, 11.91710], [7.85845, 16.30707, 10.69626], [7.66593, 14.17064, 12.95164], [8.21563, 15.83943, 13.35676], [9.58866, 14.19255, 11.21812], [12.48219, 14.40133, 12.75700], [12.80932, 15.83352, 8.51178], [12.11780, 17.98672, 7.20784], [10.27795, 19.37410, 8.07138], [9.38895, 18.98629, 10.33766], [10.45921, 17.22991, 11.80122], [10.18374, 12.04411, 8.63171], [11.85041, 11.59759, 9.12942], [12.02585, 10.66515, 10.73688], [12.48387, 12.50066, 9.19214], [12.14318, 10.81734, 8.38332]], "forces_ev_per_a": [[-0.30, -0.30, 0.22], [-0.98, 1.16, 0.77], [-1.81, -0.42, 0.09], [1.00, -1.23, 0.34], [0.73, 0.61, 0.20], [-1.82, -0.53, -0.67], [0.17, 0.15, 0.59], [-0.12, 0.37, -0.90], [1.67, -0.09, -0.49], [-0.26, 0.49, 0.38], [-0.54, 0.46, -0.12], [0.17, -0.94, 1.48], [0.21, 0.75, 1.56], [0.85, -0.84, -2.50], [-1.67, -0.10, 0.10], [1.26, 0.49, -1.23], [-0.46, -0.26, -0.01], [-1.20, -0.92, 0.94], [-0.93, 0.06, 0.18], [0.42, -0.11, 1.38], [1.05, 1.14, -1.81], [0.84, 0.19, 0.35], [1.01, 0.92, 0.10], [0.33, -0.05, 0.36], [1.08, 0.14, -0.79], [-0.13, -0.58, -0.46], [-0.10, 0.15, -0.72], [-0.68, 0.18, 0.09], [0.82, 0.22, -0.02], [-0.51, -0.41, 0.63], [-0.09, 0.08, -0.35], [-0.01, 0.13, -0.02], [-0.60, -0.02, 0.62], [0.13, 0.20, -0.09], [0.08, -1.50, -0.27], [-0.25, 0.07, -0.22], [1.09, -0.11, 1.42], [-0.57, -0.64, 0.81], [0.46, 0.21, -0.71], [0.25, 0.12, 0.12], [-0.76, 0.51, -0.35], [0.38, -0.12, -0.04], [-0.05, 0.09, -0.51], [-0.49, 0.21, -0.60], [0.25, -0.07, -0.20], [0.37, -1.07, 0.12], [0.03, 1.53, 0.70], [-0.24, -0.20, -0.35], [1.01, -1.71, -0.24], [-0.36, 0.39, -2.00], [-0.02, 0.27, 0.31], [-0.45, -0.69, 0.90], [-0.07, 0.11, -1.79], [-0.82, 0.84, 1.02], [0.09, 0.67, -0.48], [0.10, -0.34, 1.10], [-0.36, 0.06, 0.73], [-0.48, -0.33, 0.37], [-0.43, -0.30, 0.45], [1.25, -0.82, -0.88], [-0.13, -0.10, -0.18], [-0.25, 0.01, -0.18], [-0.30, 0.34, -0.13], [0.79, -0.76, -0.35], [-0.25, -0.47, 0.55], [0.08, 0.71, -0.23], [-0.03, -0.15, 0.09], [-0.42, 1.62, 1.11], [0.65, -0.01, 0.37], [-0.53, 0.69, -0.11], [0.25, -0.31, -0.61], [0.44, -0.17, 0.10], [0.65, -0.02, -0.17], [-0.44, 0.22, -0.04], [0.55, 0.02, 0.78], [0.29, -1.32, -0.20], [-0.49, 1.05, -1.05], [-0.43, -0.72, -0.04], [0.09, 1.09, 0.70]], "mulliken_charge": [0.484, -1.501, -0.072, 0.412, -0.577, 0.808, -0.343, -0.276, -0.477, 0.324, 0.444, -1.675, 0.295, 0.253, -0.331, 0.440, -0.427, -0.339, -0.429, 0.508, 0.455, -1.491, -1.306, 0.344, 0.328, 0.433, 0.474, 0.392, 0.342, 0.378, 0.444, 0.280, 0.363, 0.428, 0.249, -0.762, 0.534, -0.827, -0.538, 0.395, 0.131, 0.324, 0.395, 0.114, 0.309, -1.165, -0.247, -0.722, 0.185, 0.102, 0.252, 0.240, 0.060, -0.567, 0.626, -0.503, -0.620, -0.386, -0.619, -0.197, 0.411, 0.254, 0.283, 0.302, 0.150, 0.285, 0.502, 0.183, 0.274, 0.439, 0.445, 0.386, 0.370, 0.536, -0.163, -0.266, -0.114, 0.198, 0.380], "de_lowest_ev": 0.0000, "homo_lumo_gap_ev": [5.28, 3.76], "spin_multiplicity": 1, "lumo_ev": [-5.468, -7.051], "total_charge": 1}

{"formula": "C45H53BaCl2F5N4O7P3S", "method": "ωB97M-V with the def2-TZVPD basis set", "symbols": ["Ba", "F", "C", "C", "C", "C", "C", "F", "C", "C", "C", "C", "C", "C", "N", "H", "H", "H", "H", "H", "H", "C", "P", "C", "N", "C", "C", "C", "C", "C", "C", "N", "C", "P", "C", "C", "C", "C", "C", "C", "C", "C", "C", "H", "H", "H", "H", "H", "H", "H", "H", "H", "H", "H", "H", "H", "H", "H", "H", "H", "H", "H", "H", "H", "H", "H", "H", "H", "H", "H", "H", "Cl", "C", "C", "C", "Cl", "C", "C", "C", "C", "N", "C", "C", "O", "H", "H", "H", "H", "C", "C", "O", "P", "O", "C", "C", "O", "C", "C", "H", "H", "H", "H", "H", "H", "H", "H", "H", "H", "H", "H", "H", "H", "H", "F", "C", "F", "F", "S", "O", "O", "O"], "xyz": [[1.53953, 0.51126, 1.20182], [-3.69985, 2.86193, 3.56631], [-2.33143, 2.83981, 3.59973], [-1.63928, 2.10853, 2.66561], [-0.23277, 2.04060, 2.66253], [0.41051, 2.79859, 3.67065], [-0.33655, 3.51119, 4.60452], [0.27974, 4.19085, 5.62141], [-1.71236, 3.55949, 4.60375], [1.90867, 2.84039, 3.74540], [2.59100, 4.01031, 4.09411], [3.96254, 3.98562, 4.22010], [4.65083, 2.80425, 3.98216], [3.92232, 1.71051, 3.56533], [2.58587, 1.71533, 3.44692], [-2.23406, 1.56008, 1.94234], [-2.26208, 4.10954, 5.35344], [2.03473, 4.92078, 4.25829], [4.49930, 4.88440, 4.50026], [5.72571, 2.73880, 4.08270], [4.41836, 0.77841, 3.31323], [-3.32055, 3.42261, -0.55070], [-2.11698, 2.19123, -1.15854], [-3.22814, 1.12839, -2.20979], [-4.29371, 1.64553, -2.75951], [-5.03801, 0.85583, -3.58703], [-6.20097, 1.38452, -4.20007], [-6.92896, 0.61091, -5.05557], [-6.53050, -0.72211, -5.33783], [-5.41459, -1.24659, -4.75510], [-4.64921, -0.45716, -3.86226], [-3.55722, -1.00519, -3.25589], [-2.87904, -0.26852, -2.42185], [-1.44572, -1.06935, -1.49249], [-0.91214, -2.26378, -2.78047], [-2.40200, -2.15251, -0.29729], [-3.13534, -1.21430, 0.66552], [-3.39217, -3.12328, -0.93270], [-1.35110, -2.95072, 0.48174], [-1.18714, 3.11562, -2.49078], [-0.22695, 4.04083, -1.73142], [-2.03752, 3.94104, -3.45105], [-0.39132, 2.07854, -3.29021], [-3.92254, 3.86889, -1.34132], [-2.77095, 4.18823, -0.00109], [-3.98173, 2.93406, 0.16774], [-6.47641, 2.40618, -3.97085], [-7.81665, 1.01282, -5.52733], [-7.12030, -1.32447, -6.01711], [-5.08786, -2.26136, -4.94391], [-1.74595, -2.77642, -3.25861], [-0.23933, -2.98861, -2.31941], [-0.34605, -1.72837, -3.54552], [-3.88014, -0.59718, 0.15277], [-2.44719, -0.55806, 1.20070], [-3.66005, -1.81218, 1.41857], [-4.11928, -2.63415, -1.58138], [-3.94015, -3.62615, -0.12789], [-2.88706, -3.89555, -1.51833], [-0.59801, -2.31638, 0.94823], [-0.84501, -3.67684, -0.16215], [-1.84639, -3.50983, 1.28367], [-0.77281, 4.79868, -1.16371], [0.42234, 4.56276, -2.44300], [0.40997, 3.49554, -1.03197], [-2.52427, 4.77764, -2.94458], [-2.81161, 3.35162, -3.94413], [-1.38565, 4.36065, -4.22596], [0.21733, 1.44291, -2.64816], [0.28148, 2.59091, -3.98666], [-1.05575, 1.43967, -3.88165], [3.37249, -3.11121, 2.91541], [1.80028, -3.10847, 3.68702], [1.56729, -4.03901, 4.71752], [0.38740, -4.04522, 5.38978], [0.13308, -5.21883, 6.66944], [-0.62761, -3.10195, 5.07701], [-1.87385, -3.01998, 5.74106], [-2.76449, -2.05581, 5.37876], [-2.42407, -1.16752, 4.33307], [-1.29369, -1.22781, 3.68549], [-0.38413, -2.17305, 4.04479], [0.86409, -2.16303, 3.30445], [1.04715, -1.30020, 2.36112], [2.34403, -4.74554, 4.97874], [-2.09983, -3.72054, 6.53408], [-3.72266, -1.96550, 5.87480], [-3.11488, -0.38340, 4.02977], [3.32191, -4.95364, -0.48578], [2.48897, -4.00029, -1.30745], [3.28929, -2.89760, -1.77295], [2.93920, -1.42282, -1.15810], [3.59332, -0.52611, -2.34530], [2.74676, -0.22794, -3.46154], [3.19108, -1.00261, -4.67959], [4.06378, -1.18821, -0.02064], [5.48190, -1.14862, -0.29770], [6.16365, -2.24015, 0.49023], [2.73540, -5.83970, -0.23008], [3.65031, -4.48724, 0.44076], [4.19885, -5.27172, -1.05353], [1.63931, -3.62515, -0.72735], [2.08847, -4.49814, -2.19241], [2.81178, 0.84881, -3.62178], [1.70241, -0.44857, -3.21088], [4.22000, -0.74455, -4.93563], [2.55136, -0.76162, -5.53236], [3.14332, -2.07647, -4.49530], [5.81855, -0.15775, 0.00281], [5.64522, -1.25577, -1.36931], [5.94495, -2.13714, 1.55421], [7.24638, -2.17438, 0.35458], [5.83162, -3.22657, 0.16220], [4.69974, 2.35204, -2.27513], [3.84785, 3.16110, -1.64220], [2.89762, 3.53596, -2.50771], [4.51382, 4.24938, -1.24691], [3.08552, 2.32764, -0.19450], [2.42703, 3.38152, 0.53657], [4.18338, 1.67705, 0.49286], [2.13516, 1.37917, -0.80668]], "forces_ev_per_a": [[-1.78, -0.69, 2.68], [0.03, -0.02, -0.02], [-0.11, 0.07, 0.09], [0.20, -0.08, 0.00], [-0.30, 0.51, 0.27], [0.28, -0.04, -0.10], [0.09, 0.04, 0.08], [-0.03, 0.00, 0.00], [-0.05, -0.03, -0.01], [-0.18, -0.18, -0.01], [-0.02, -0.05, 0.01], [0.08, 0.06, 0.03], [0.07, -0.01, -0.04], [-0.46, 0.03, 0.03], [0.25, 0.39, 0.35], [0.00, -0.04, -0.13], [0.00, -0.01, -0.01], [0.02, -0.01, 0.02], [-0.01, 0.00, -0.01], [0.00, 0.02, -0.02], [-0.03, 0.01, -0.03], [-0.14, 0.07, -0.04], [0.01, -0.30, 0.28], [0.15, -0.13, 0.08], [-0.04, 0.00, -0.07], [-0.12, 0.27, 0.07], [0.11, 0.00, 0.08], [0.02, -0.19, -0.08], [-0.09, 0.17, 0.02], [0.09, 0.05, 0.06], [0.06, -0.31, -0.08], [-0.07, -0.03, -0.08], [0.22, 0.12, 0.09], [-0.05, 0.25, -0.14], [-0.08, -0.07, -0.08], [0.04, 0.07, -0.01], [-0.06, 0.01, 0.07], [-0.09, -0.09, 0.02], [-0.03, -0.12, 0.07], [0.09, -0.01, -0.02], [0.07, 0.02, -0.06], [-0.05, 0.09, -0.01], [0.03, 0.03, -0.09], [0.00, 0.02, 0.03], [0.00, 0.01, -0.03], [0.02, -0.02, -0.02], [0.00, -0.01, 0.01], [0.00, -0.01, 0.00], [-0.01, 0.02, 0.00], [0.00, 0.01, 0.00], [0.01, -0.01, 0.02], [0.01, 0.00, 0.00], [-0.01, 0.02, 0.02], [0.01, -0.04, -0.02], [0.08, -0.01, -0.03], [0.01, 0.03, -0.02], [0.04, 0.02, 0.08], [0.02, -0.03, -0.04], [0.01, 0.05, 0.00], [0.01, 0.10, 0.01], [-0.02, 0.01, 0.01], [0.02, 0.00, -0.04], [0.01, -0.02, -0.02], [-0.04, -0.02, 0.03], [-0.07, 0.01, -0.06], [0.01, -0.04, 0.00], [0.02, -0.04, 0.02], [-0.03, 0.01, 0.03], [0.03, -0.01, 0.12], [-0.02, 0.00, 0.02], [0.02, 0.02, 0.00], [-0.25, 0.03, 0.03], [0.24, -0.26, 0.30], [0.23, 0.05, -0.14], [-0.22, 0.04, 0.08], [0.01, 0.09, -0.10], [-0.03, -0.14, 0.15], [0.11, -0.08, 0.02], [-0.11, 0.13, -0.08], [-0.01, -0.07, 0.08], [0.13, -0.19, 0.02], [-0.19, 0.23, -0.19], [-0.10, 0.38, -0.48], [-0.45, -2.96, 1.74], [0.00, 0.01, -0.03], [0.01, 0.00, 0.00], [0.02, 0.01, 0.00], [0.02, -0.03, 0.01], [0.05, -0.12, 0.00], [0.07, 0.14, -0.09], [-0.09, -0.33, -0.06], [0.14, 0.06, 0.15], [-0.01, -0.19, -0.12], [0.04, 0.07, 0.16], [0.02, -0.01, -0.12], [-0.11, -0.12, -0.32], [-0.24, 0.03, 0.07], [0.12, -0.04, 0.05], [0.01, 0.03, 0.00], [0.01, 0.04, 0.03], [-0.03, 0.00, 0.01], [0.01, 0.02, 0.05], [0.02, 0.00, -0.06], [0.00, 0.01, -0.04], [0.01, -0.02, 0.02], [-0.02, -0.01, 0.00], [0.02, -0.01, 0.01], [-0.01, 0.02, 0.02], [0.01, 0.02, 0.00], [0.04, -0.04, -0.01], [-0.01, 0.00, -0.02], [-0.02, -0.02, 0.00], [-0.01, 0.04, 0.00], [-0.03, 0.03, -0.05], [0.02, 0.03, 0.02], [0.12, 0.02, -0.04], [0.01, -0.04, -0.07], [1.11, 1.34, -0.98], [0.05, -0.15, -0.17], [-0.35, 0.16, -0.31], [1.38, 1.85, -3.00]], "mulliken_charge": [2.242, -0.417, -0.231, -0.453, 0.725, -0.064, 0.267, -0.405, -0.975, 0.469, -0.694, -0.593, -0.852, -0.323, 0.088, 0.642, 0.496, 0.462, 0.388, 0.425, 0.424, -1.683, 1.282, -0.019, -0.532, 0.123, -0.475, -0.543, -0.531, -0.570, -0.026, -0.386, 0.000, 1.376, -1.679, 2.273, -1.657, -1.926, -2.142, 2.158, -2.306, -1.872, -1.743, 0.455, 0.383, 0.446, 0.444, 0.389, 0.394, 0.444, 0.502, 0.205, 0.418, 0.284, -0.070, 0.627, 0.309, 0.513, 0.364, 0.176, 0.281, 0.627, 0.372, 0.458, 0.496, 0.361, 0.314, 0.497, -0.070, 0.622, 0.329, -0.208, 1.003, -0.588, 0.589, -0.307, -0.162, -0.937, -1.175, -0.061, 0.319, 0.414, -1.853, -0.045, 0.495, 0.382, 0.418, 0.438, -1.210, 0.141, -0.385, 0.640, -0.538, 0.754, -1.648, 0.470, -0.264, -1.105, 0.452, 0.039, 0.348, -0.059, 0.385, 0.122, -0.518, 0.377, 0.454, 0.238, 0.303, 0.239, 0.198, 0.398, 0.191, -0.211, 0.283, -0.171, -0.218, 0.728, -0.537, -0.440, -0.493], "de_lowest_ev": 2.6049, "homo_lumo_gap_ev": 6.16, "spin_multiplicity": 1, "lumo_ev": 1.475, "total_charge": -1}

{"formula": "C2H3N3O3", "method": "ωB97M-V with the def2-TZVPD basis set", "symbols": ["N", "C", "C", "N", "O", "N", "O", "O", "H", "H", "H"], "xyz": [[0.14507, -1.93380, 1.63328], [0.24983, -1.05609, 0.90997], [0.05473, 0.15245, 0.14473], [1.21247, 0.70820, -0.31099], [-0.94512, 1.01439, 0.82961], [-0.68857, -0.49150, -1.16350], [-0.00707, -0.42743, -2.12669], [-1.87534, -0.77868, -0.99764], [2.00322, 0.71056, 0.46408], [1.26960, 1.55217, -0.84555], [-1.41883, 0.54971, 1.46269]], "forces_ev_per_a": [[0.28, -0.67, 0.24], [-0.09, 0.19, 1.00], [-2.58, 0.48, 0.29], [3.66, 0.06, 3.17], [3.49, 0.60, -3.43], [-1.95, 1.96, 1.99], [-0.31, -0.93, -1.73], [1.94, -0.18, -0.80], [-2.31, 0.01, -2.28], [-0.72, 0.25, -0.20], [-1.42, -1.78, 1.74]], "mulliken_charge": [-0.371, -0.187, 0.865, -0.476, -0.510, 0.881, -0.510, -0.518, 0.277, 0.224, 0.325], "de_lowest_ev": 3.0407, "homo_lumo_gap_ev": 11.06, "spin_multiplicity": 1, "lumo_ev": -0.061, "smiles": "N#C[C@](N)(O)[N+](=O)[O-]", "total_charge": 0}